[1]
DFT (ωB97M-V with the def2-TZVPD basis set) results for a cluster of 7 separate species, C16H42O9S6 in total in a non-equilibrium geometry.

Element x y z (Å)
H 2.83 2.84 -4.02
H -3.93 1.79 -5.81
O -5.95 3.76 -0.01
S 3.69 4.91 -3.21
H -5.08 1.80 1.78
H 2.94 -1.81 0.76
H -0.52 -2.69 4.24
H -0.05 -4.42 1.97
O 4.26 5.05 -4.55
O -2.56 -3.94 3.83
H 0.12 1.27 -5.07
H 0.70 1.07 1.94
H 2.41 -4.60 2.22
C -4.31 1.82 -0.84
S -4.52 3.36 0.09
C 2.70 -2.65 0.10
H 5.62 4.83 -1.93
O 1.56 -0.96 2.95
H -0.03 -4.94 3.65
H 1.44 -0.23 0.23
C 0.10 -2.05 4.88
C -2.88 1.72 -6.10
O -2.71 -0.67 1.06
C 2.50 3.57 -3.28
H 3.42 -3.22 2.70
H 1.53 3.96 -3.59
H -3.35 2.34 1.95
H 1.71 -3.04 0.38
H 4.16 -4.83 2.58
O 5.23 -3.32 0.45
H -4.54 1.00 -0.17
S 3.89 -3.96 0.44
C -0.48 -5.13 2.68
O -0.58 -0.84 0.36
C -0.27 2.13 -5.60
H -2.80 2.19 -7.08
S -1.88 2.63 -4.94
H 0.30 2.21 0.59
H 0.38 3.01 -5.52
S 0.54 -0.59 3.98
H -4.93 1.89 -1.72
C -4.38 2.63 1.72
C -2.39 -4.06 1.14
C 0.35 0.56 -1.39
H -0.64 -1.77 5.64
H 0.90 -2.57 5.42
H -0.53 1.19 -1.52
H 4.50 3.62 -1.33
H -0.25 -6.12 2.28
H 2.24 -0.41 5.65
C 0.42 0.10 0.04
H -1.86 -3.11 1.19
O -2.03 1.97 -3.63
H -4.73 3.38 2.44
H 1.75 1.20 5.00
S -2.27 -4.90 2.73
H 5.45 3.35 -2.88
H 2.68 -2.40 -0.95
H -2.59 0.67 -6.18
C 0.12 1.24 1.04
H -1.88 -4.73 0.44
H 2.46 3.14 -2.28
C -1.64 -0.18 0.90
C 3.41 -4.17 2.16
O -1.28 1.06 1.29
H -0.33 1.89 -6.66
H 0.29 -0.31 -2.05
H -3.45 -3.98 0.89
H 0.73 0.34 6.16
H -3.25 1.74 -1.08
C 1.41 0.21 5.31
H 1.24 1.14 -1.63
C 4.92 4.05 -2.24

## Properties
charge = 0
LUMO = 0.101 eV
gap between HOMO and LUMO = 8.50 eV

Here are the Mulliken charges for atoms 1 to 6, given in e: 0.376 0.339 -0.644 0.477 0.305 0.159

---

[2]
DFT (ωB97M-V with the def2-TZVPD basis set) results for a structure of composition C19H23BBeF4N6OS2.

Element x y z (Å)
C -0.66 -1.74 -6.55
H 1.64 2.20 -5.08
C 0.66 -1.48 -6.90
H 0.34 -1.37 -10.27
H 1.78 -2.02 4.03
C 2.13 -0.42 1.40
H -1.78 1.48 -6.65
H -2.02 -1.81 -9.66
N -0.04 -0.76 1.96
C 1.14 -0.72 2.45
H 2.07 -1.33 -3.90
N 0.03 0.90 -4.71
F -2.61 2.22 0.53
C 3.49 -0.29 1.62
B -1.51 2.43 -0.26
H -0.95 -1.88 -5.52
H 2.07 -1.21 -8.48
H -0.52 3.38 -5.52
C -1.62 -1.87 -7.55
F -0.74 3.51 0.11
H -1.74 2.93 -7.65
Be -0.18 -0.29 0.29
C -1.12 2.15 -7.20
C 0.83 1.72 -5.63
C 0.06 -1.47 -9.23
H 0.58 -0.81 4.48
H 1.90 0.23 -1.80
N 1.50 -0.91 -4.61
H -0.66 1.57 -8.00
F -1.72 2.33 -1.61
H 5.38 0.15 0.70
C -2.12 -1.37 1.82
H 2.27 -0.32 4.22
C 1.75 -1.45 -5.88
F -0.55 1.19 0.08
C 0.37 -0.24 -4.11
H 0.60 3.42 -6.87
H 3.90 -0.45 2.61
O 2.83 -1.96 -6.08
C 2.40 0.08 -0.85
C 4.32 0.04 0.55
H 4.37 0.54 -1.55
H -3.44 -1.42 3.35
H -4.11 -1.76 1.78
S -1.94 -1.50 0.10
N 1.61 -0.27 0.16
N -3.31 -1.62 2.38
C 1.02 -1.37 -8.24
H -0.76 1.36 -4.26
C 1.47 -0.98 3.88
C -0.06 2.76 -6.29
H -2.65 -2.09 -7.29
C -1.26 -1.72 -8.89
C 3.76 0.25 -0.70
N -1.13 -1.09 2.67
H 1.27 1.09 -6.40
S -0.44 -0.79 -2.77

## Properties
charge = 0
LUMO = -0.766 eV
gap between HOMO and LUMO = 7.40 eV

Here are the Mulliken charges for atoms 1 to 6, given in e: -0.047 0.200 0.551 0.393 0.273 0.321

---

[3]
DFT (ωB97M-V with the def2-TZVPD basis set) results for a cluster of 2 separate species, C4H8N2O2 in total in a non-equilibrium geometry.

Element x y z (Å)
N 2.63 1.73 0.16
H 1.77 -2.22 1.50
O 2.66 -0.52 0.85
C -0.79 -0.36 -0.54
C -2.41 1.11 0.41
H -2.09 1.24 1.45
H 0.01 1.43 -0.38
H 0.71 -0.62 1.47
H 2.63 2.30 -0.70
H -3.49 1.13 0.49
C 2.57 0.48 0.16
H -2.17 2.00 -0.27
H -0.55 -1.36 -0.82
C 1.63 -1.18 1.26
N 0.17 0.51 -0.66
O -2.09 -0.20 -0.20

## Properties
charge = 0
LUMO (alpha / beta) = 0.732 / 0.741 eV
gap between HOMO and LUMO (alpha / beta) = 7.99 / 7.26 eV

Here are the Mulliken charges for atoms 1 to 6, given in e: -0.507 0.318 -0.169 0.056 -0.762 0.311

---

[4]
DFT (ωB97M-V with the def2-TZVPD basis set) results for a structure of composition C5H7LiO3Sm in a non-equilibrium geometry.

Element x y z (Å)
H 3.69 1.28 -0.49
C -4.97 -0.60 0.07
O -0.47 1.35 -0.32
Li -0.25 -2.69 0.05
C -4.32 -0.59 -0.95
C 3.67 0.35 0.10
H 4.01 -0.47 -0.55
C 0.07 0.28 -0.07
H -1.22 -0.42 1.19
O 1.32 0.06 -0.36
H 2.13 -0.62 1.44
H -3.70 -0.68 -1.83
H -5.63 -0.68 0.92
Sm -0.43 3.62 -1.22
C 2.32 0.08 0.61
H 4.37 0.43 0.94
O -0.57 -0.71 0.48

## Properties
charge = +3
expectation value of S² = 15.759
spin multiplicity = 8
LUMO (alpha / beta) = -12.120 / -11.921 eV
gap between HOMO and LUMO (alpha / beta) = 6.14 / 6.48 eV

Here are the Mulliken charges for atoms 1 to 6, given in e: 0.282 -0.302 -0.625 0.943 -0.484 -0.971

---

[5]
DFT (ωB97M-V with the def2-TZVPD basis set) results for a cluster of 2 separate species, C3H8N2 in total in a non-equilibrium geometry.

Element x y z (Å)
C 1.86 -0.04 -0.39
C 1.89 -1.32 -0.04
C -2.99 -0.07 0.03
H 0.85 0.94 1.08
H -1.49 1.09 0.62
H 2.51 0.33 -1.19
H 1.27 -1.71 0.76
H -2.43 -0.99 -0.26
H -3.79 0.20 -0.68
H 2.56 -1.98 -0.57
H 1.16 1.82 -0.39
N -2.41 0.79 0.93
N 1.01 0.94 0.08

## Properties
charge = -1
expectation value of S² = 0.754
spin multiplicity = 2
LUMO (alpha / beta) = 3.626 / 3.613 eV
gap between HOMO and LUMO (alpha / beta) = 3.55 / 4.85 eV

Here are the Mulliken charges for atoms 1 to 6, given in e: 0.031 -0.777 -0.571 0.234 0.056 0.186

---

[6]
DFT (ωB97M-V with the def2-TZVPD basis set) results for the molecule C8H13O3P in a non-equilibrium geometry.

Element x y z (Å)
P -0.10 0.62 -0.82
H -4.48 0.04 0.89
H 2.40 1.70 2.44
H -0.37 -3.79 -2.29
C 0.79 1.09 0.64
O -2.43 1.63 1.33
C -4.05 0.33 -0.09
O -0.01 1.57 -1.94
H 1.54 -3.57 -2.21
C 0.53 -1.94 -1.87
H 0.95 -1.56 -2.85
C -2.71 1.00 0.33
C 0.02 -1.20 -0.97
H 0.45 -3.69 -0.70
H 3.64 0.27 2.33
O -1.71 0.48 -0.40
C 1.63 0.25 1.27
H 1.72 -0.75 0.86
C 2.54 0.62 2.32
H -3.76 -0.59 -0.61
H 2.23 0.26 3.28
C 0.54 -3.49 -1.73
H -4.52 1.01 -0.81
H -0.37 -1.59 -0.07
H 0.83 2.15 0.78

## Properties
charge = 0
SMILES = C/C=C/P(=O)(/C=C/C)OC(C)=O
LUMO = 0.694 eV
gap between HOMO and LUMO = 10.65 eV

Here are the Mulliken charges for atoms 1 to 6, given in e: 0.634 0.286 0.307 0.280 -0.445 -0.562

---

[7]
DFT (ωB97M-V with the def2-TZVPD basis set) results for a structure of composition C26H61Br3O35S10 in a non-equilibrium geometry.

Element x y z (Å)
O -4.98 1.43 -6.31
H -1.75 5.69 5.90
H 3.41 -0.64 5.22
Br 0.93 -0.61 -5.62
H 2.98 5.96 -3.41
O 3.30 -1.02 2.40
S -1.20 1.97 6.01
S -0.89 -7.02 -0.60
H -0.39 3.91 1.02
H -7.49 3.59 0.49
C -1.02 -1.20 3.09
C 2.78 -0.82 6.09
O -4.50 -0.16 0.36
H -3.65 2.61 -3.06
S -5.32 0.31 -5.45
H -4.39 1.14 3.76
H -2.90 4.46 6.42
C 0.06 -2.28 -5.01
O -2.25 -6.43 -0.38
H -0.60 2.18 8.28
H 1.18 -0.93 4.54
O 1.51 6.54 -0.88
C 1.47 -1.31 5.52
H -4.34 -0.63 3.23
H 2.15 1.78 -3.07
H 5.82 -4.22 -5.66
H 5.63 4.41 -2.85
C -0.39 3.69 -0.05
H 1.37 -8.46 -1.39
H -3.21 5.66 4.02
H -8.14 2.43 1.80
S 4.50 2.13 -3.07
H 2.99 0.14 -3.31
C -2.08 4.66 5.74
Br 1.34 -3.85 -4.74
O 2.01 -3.73 7.67
O 0.44 5.49 -2.92
C 4.58 4.68 -2.75
H -2.38 2.57 8.16
O 4.50 -3.09 1.86
H 4.40 -4.13 -6.19
C -7.85 2.60 0.77
S -4.18 0.93 1.28
O -4.71 -1.03 -5.57
H -1.82 4.58 3.61
H 0.72 -0.63 2.19
S 0.80 5.44 -1.51
O 3.40 -3.14 -2.04
H -0.72 0.32 1.64
O 5.62 -0.92 1.74
H 5.03 0.99 1.47
H 2.09 -6.69 -2.16
S 4.70 -1.91 2.61
C -2.64 4.77 4.30
O -2.34 1.54 5.24
H 4.23 6.91 -2.82
H 4.45 4.72 -1.67
H -0.98 -0.58 3.98
H 2.87 0.79 -1.75
H -8.83 2.35 0.36
C -3.63 1.73 -2.42
C -1.55 1.98 7.78
H 1.50 -2.67 -0.32
O 4.98 1.80 -4.44
H -3.18 3.86 4.05
H 6.06 -1.92 -5.11
H -6.34 1.63 -0.57
H 0.08 -3.56 -0.37
C 4.93 -3.67 -5.36
C 0.58 -2.76 -0.91
C -0.34 -0.66 1.91
H 2.64 0.11 6.65
H 4.40 6.17 -4.42
O 3.50 -1.91 6.69
H -4.44 1.98 -1.73
O -0.47 4.96 -0.62
H -7.48 0.40 -6.49
C 3.44 -0.37 1.14
H -5.74 0.38 2.95
H -2.61 1.69 -2.04
H 0.54 2.26 -1.46
O 3.62 -4.31 5.76
O 4.54 -1.85 -3.88
C 4.07 6.00 -3.40
H 5.42 -0.10 0.05
S -0.18 -1.17 -0.69
C 1.01 -6.77 -2.27
O 0.12 -6.00 -1.47
H -7.31 -1.08 -5.49
H 3.16 -1.08 0.36
O -5.14 0.80 -3.88
O -0.76 -1.52 0.86
H -7.49 0.51 -4.69
O 1.78 -2.67 5.26
H -3.07 0.11 -3.70
Br -1.61 -2.68 -5.95
H 0.87 -8.79 -3.07
H -2.05 -1.41 2.82
O 5.90 -3.08 -2.24
S 2.74 -3.36 6.46
S 4.55 -3.11 -2.89
C 2.95 1.10 -2.79
C 0.79 2.96 -0.66
H -0.50 -2.09 3.46
C 4.88 0.02 0.99
C -4.66 0.39 3.02
O -1.34 -0.98 -1.58
O -5.49 1.97 1.13
O 0.85 -0.13 -0.59
C -7.09 -0.02 -5.56
O -2.89 1.69 1.13
H -4.27 -0.33 -2.39
H -0.33 -1.92 -4.05
H 0.84 -1.31 6.41
H 1.00 -6.45 -3.31
H -1.37 3.27 -0.26
O -0.72 -8.10 -1.89
H -6.89 0.51 0.72
H 4.42 -1.71 -5.89
H -1.87 0.95 7.92
C 5.01 -2.21 -5.12
H 2.70 0.43 1.13
C -6.65 1.54 0.47
O -0.97 3.72 5.82
H 0.84 -3.02 -1.94
O 4.36 -4.14 -4.12
C -3.99 0.38 -3.17
O 5.30 2.00 -1.79
O -0.05 -7.50 0.48
O 0.05 1.29 5.65
O 3.77 3.58 -3.13
O 5.16 -1.96 3.99
C 0.69 -8.18 -2.19
O 1.59 4.00 -1.27
H 1.49 2.43 -0.02

## Properties
charge = 0
LUMO = -0.765 eV
gap between HOMO and LUMO = 9.74 eV

Here are the Mulliken charges for atoms 1 to 6, given in e: -0.634 0.344 0.118 -0.063 0.181 -0.246

---

[8]
DFT (ωB97M-V with the def2-TZVPD basis set) results for a cluster of 8 separate species, C28H61N7O10 in total in a non-equilibrium geometry.

Element x y z (Å)
O 0.35 1.27 2.30
O -0.14 -0.23 0.82
H 2.78 2.03 -1.31
C 4.16 0.95 3.98
C 5.51 1.48 -4.15
H 4.49 -1.10 8.05
C -2.14 0.28 -4.93
C 3.84 -0.32 7.66
C 3.79 0.91 5.48
H -0.69 -2.66 -1.79
C -1.34 -5.21 -2.50
H -3.91 -0.51 -5.85
H 0.05 -0.05 4.67
H 2.64 -2.60 -0.94
H -0.16 1.53 5.45
H -3.63 2.53 -5.79
N -1.65 0.02 5.81
H 3.88 2.65 -3.24
C -0.27 0.46 5.58
H -2.40 -1.88 -2.98
O 3.16 1.83 5.97
C 2.60 -4.45 0.17
C -4.13 1.69 -5.29
H -3.19 0.66 -6.83
H 3.28 1.16 3.38
H 5.06 1.50 3.72
H -3.97 3.97 -3.24
H -6.05 0.97 -2.36
H -5.42 3.35 -2.57
H 2.99 4.45 1.89
C 0.69 -5.91 0.55
C 3.74 0.78 -2.60
H 0.73 6.91 3.14
H -0.04 -5.40 1.17
O -0.82 4.34 2.79
H 1.45 6.36 1.74
H 3.39 3.89 3.52
C 3.25 -3.47 -0.75
N 1.39 -4.86 -0.10
H -1.13 -5.18 -4.54
C -4.81 3.32 -3.47
H 0.87 -4.36 -0.82
H -4.60 -0.58 4.50
H 0.29 0.12 6.46
C -3.09 -1.04 -2.90
C -4.12 -0.38 5.46
O -2.62 0.63 3.86
H 3.13 5.48 3.45
H -0.83 -0.30 -1.94
H -5.25 3.82 -4.33
H -1.85 -0.50 6.65
H -5.44 0.00 -3.65
H 1.15 3.23 3.45
H -0.57 1.35 -2.82
H -1.30 0.92 -5.23
C -0.88 0.31 -2.85
H -6.56 1.35 -4.05
H 1.78 1.53 -2.69
H 5.67 0.48 -4.55
N -1.61 -4.52 -1.47
H -3.37 -1.00 -1.85
H -5.05 1.43 -5.80
H -0.15 -0.20 -3.48
C 0.34 4.87 2.80
C -0.74 -4.57 -3.72
H 4.42 -0.07 3.70
H -3.95 -1.33 -3.52
N 4.28 1.74 -3.40
N -3.22 1.46 -2.92
H 1.30 -6.70 0.99
C -4.45 1.84 -3.72
H 5.44 2.14 -5.02
H 0.28 -4.83 -3.46
O 1.85 -0.38 1.76
H 6.47 1.62 -3.66
H -4.05 -1.28 6.07
H -0.35 6.70 1.84
H 4.22 -3.16 -0.35
H -0.95 -3.51 -3.87
O 3.20 -4.95 1.08
C 0.53 6.25 2.30
C -5.75 1.02 -3.41
C -1.31 -3.14 -1.03
N 1.42 4.15 3.14
H -1.59 -0.64 -5.12
C -2.75 0.17 4.99
H 2.02 0.36 -1.35
H 1.58 -0.82 0.95
H 3.47 -4.03 -1.66
N 4.16 -0.14 6.19
C 2.77 4.58 2.95
H 3.62 0.63 8.15
O -3.40 1.61 -1.55
O -1.43 -6.43 -2.48
O 4.21 -0.35 -2.53
H -2.20 -4.97 -0.78
H 0.15 -6.49 -0.20
H 4.76 -0.83 5.76
C 2.47 1.18 -1.92
H -4.56 0.52 5.89
C -2.37 0.30 -3.34
C 0.68 0.27 1.61
H 2.86 -0.78 7.64
H -2.29 -2.68 -0.87
H -0.69 -3.00 -0.15
C -3.37 0.44 -5.78

## Properties
charge = -1
expectation value of S² = 0.755
spin multiplicity = 2
LUMO (alpha / beta) = 2.241 / 2.215 eV
gap between HOMO and LUMO (alpha / beta) = 6.56 / 6.53 eV

Here are the Mulliken charges for atoms 1 to 6, given in e: -0.588 -0.772 0.444 -0.844 -0.876 0.332

---

[9]
DFT (ωB97M-V with the def2-TZVPD basis set) results for the molecule C6H9N.

Element x y z (Å)
C -0.07 -0.33 -0.93
H -2.79 -1.36 -0.44
H 2.24 -0.27 1.30
H -2.38 -0.50 1.10
H 1.94 -1.52 0.12
C -2.02 -0.84 0.13
H -1.27 -1.61 0.39
H 1.10 2.21 0.49
H -1.33 2.52 0.15
H 3.11 -0.22 -0.25
H -0.08 -1.31 -1.39
C 2.16 -0.45 0.22
C -0.85 1.57 -0.07
C -1.27 0.34 -0.59
C 0.98 0.28 -0.34
N 0.52 1.50 0.10

## Properties
charge = 0
SMILES = Cc1c[nH]c(C)c1
LUMO = 1.014 eV
gap between HOMO and LUMO = 8.60 eV

Here are the Mulliken charges for atoms 1 to 6, given in e: -0.374 0.291 0.314 0.326 0.302 -1.093

---

[10]
DFT (ωB97M-V with the def2-TZVPD basis set) results for a structure of composition C4H11N3OS in a non-equilibrium geometry.

Element x y z (Å)
H -0.35 1.72 -3.49
C 0.22 1.38 -2.58
C -2.47 0.55 2.32
H -3.27 0.33 1.72
H 1.62 -2.52 0.62
S -0.79 0.84 -1.03
N 1.31 -0.93 -0.51
H 0.68 -1.49 -1.08
C 0.64 0.12 -0.01
H 0.77 2.22 -2.16
H 3.11 -2.07 -0.39
H 2.72 -1.04 1.21
H 1.27 0.81 0.48
N -0.53 -0.34 1.45
H -2.49 -0.23 3.12
H -2.72 1.57 2.87
N -1.39 0.49 1.46
C 2.25 -1.68 0.27
O -1.62 -0.31 -1.35
H 1.01 0.55 -2.90

## Properties
charge = 0
LUMO = 0.853 eV
gap between HOMO and LUMO = 7.95 eV

Here are the Mulliken charges for atoms 1 to 6, given in e: 0.322 -0.886 -0.885 0.349 0.288 0.488

---

[11]
DFT (ωB97M-V with the def2-TZVPD basis set) results for the molecule C4H4O3.

Element x y z (Å)
O 2.66 1.43 0.30
O 0.17 -0.14 1.19
C 2.33 0.27 0.29
C -0.79 -0.78 0.08
C -1.67 0.29 -0.49
H -1.23 1.28 -0.42
C 0.90 -0.12 0.15
H -2.62 0.26 0.05
H 3.07 -0.56 0.28
O -0.94 -1.96 0.11
H -1.87 0.04 -1.54

## Properties
charge = 0
LUMO = -0.227 eV
gap between HOMO and LUMO = 9.11 eV

Here are the Mulliken charges for atoms 1 to 6, given in e: -0.421 -0.229 -0.073 1.090 -0.903 0.330

---

What did the fourth record say?
DFT (ωB97M-V with the def2-TZVPD basis set) results for a structure of composition C5H7LiO3Sm in a non-equilibrium geometry.

Element x y z (Å)
H 3.69 1.28 -0.49
C -4.97 -0.60 0.07
O -0.47 1.35 -0.32
Li -0.25 -2.69 0.05
C -4.32 -0.59 -0.95
C 3.67 0.35 0.10
H 4.01 -0.47 -0.55
C 0.07 0.28 -0.07
H -1.22 -0.42 1.19
O 1.32 0.06 -0.36
H 2.13 -0.62 1.44
H -3.70 -0.68 -1.83
H -5.63 -0.68 0.92
Sm -0.43 3.62 -1.22
C 2.32 0.08 0.61
H 4.37 0.43 0.94
O -0.57 -0.71 0.48

## Properties
charge = +3
expectation value of S² = 15.759
spin multiplicity = 8
LUMO (alpha / beta) = -12.120 / -11.921 eV
gap between HOMO and LUMO (alpha / beta) = 6.14 / 6.48 eV

Here are the Mulliken charges for atoms 1 to 6, given in e: 0.282 -0.302 -0.625 0.943 -0.484 -0.971